Molecular formula: C4H10O
Method: DFT, ωB97M-V/def2-TZVPD

The geometry in XYZ format:
```
15
Properties=species:S:1:pos:R:3:lowdin_charge:R:1
C -0.217 -0.114 1.515 -0.0728
C -0.329 -0.484 0.060 -0.4539
C -1.473 0.156 -0.681 -0.0707
C 0.525 -1.322 -0.532 0.0104
O 1.750 1.756 -0.747 -0.0645
H -0.129 0.974 1.627 0.0829
H 0.649 -0.583 1.991 0.0764
H -1.118 -0.431 2.055 0.0827
H 1.369 0.884 -0.918 -0.0059
H -2.430 -0.167 -0.252 0.0833
H -1.427 1.248 -0.591 0.0853
H -1.469 -0.103 -1.744 0.0778
H 0.426 -1.591 -1.581 0.0662
H 1.341 -1.783 0.020 0.0651
H 2.533 1.559 -0.221 0.0378
```

Its SMILES is C=C(C)C.O. Its highest occupied orbital energy is -9.6 eV. As for the HOMO-LUMO gap: 0.3877 hartree. Its energy above the lowest of the compared OMol25 structures with the same formula, charge and spin is 12.93 kcal/mol. As for the calculated total energy: -233.6243 Eh.